Molecular formula: C62H58BCl2IN5O10
Method: DFT, the ωB97M-V functional and the def2-TZVPD basis

Each line ends with the Mulliken charge.
Atoms and positions in Å:
C: -3.145 4.983 3.142  -1.42
C: -3.529 3.897 2.033  0.47
C: -5.063 4.198 1.630  -1.42
N: -6.041 3.249 2.204  0.95
C: -7.219 4.056 2.547  -1.25
I: -6.720 5.011 4.489  0.11
C: -8.634 3.412 2.681  -0.56
N: -8.806 1.909 2.420  1.15
N: -9.696 1.874 1.294  -0.44
C: -9.605 1.432 3.580  -0.84
Cl: -9.912 -0.347 3.761  -0.08
C: -11.103 2.059 3.647  0.49
C: -12.262 1.093 3.206  -1.29
Cl: -11.431 2.467 5.409  -0.14
C: -7.485 1.251 2.143  -0.48
C: -6.755 0.938 3.535  -1.61
N: -5.327 0.599 3.385  -0.12
B: -7.599 -0.223 1.398  1.27
N: -8.201 -0.453 0.059  -0.72
O: -7.110 -1.381 2.066  -0.61
C: -6.503 2.193 1.269  -0.87
C: -5.416 1.447 0.453  -0.91
C: -5.814 1.173 -1.059  0.02
O: -5.034 0.568 -1.746  -0.56
O: -7.010 1.612 -1.616  -0.44
O: -3.345 2.629 2.652  -0.14
C: -2.377 1.804 1.991  -0.65
C: -0.967 1.805 2.650  0.28
C: -0.681 1.491 4.046  -0.37
C: 0.721 1.498 4.488  -0.62
C: 1.835 1.804 3.577  -0.44
C: 1.554 2.135 2.182  -0.23
C: 0.163 2.121 1.756  -0.20
H: -3.469 6.018 2.860  0.39
H: -2.050 4.997 3.367  0.37
H: -3.672 4.635 4.076  0.19
H: -2.828 4.101 1.177  0.38
H: -5.072 4.141 0.495  0.19
H: -5.214 5.274 1.875  0.79
H: -7.314 4.940 1.848  0.81
H: -9.004 3.699 3.707  0.43
H: -9.340 3.971 2.005  0.12
H: -9.203 2.083 0.426  0.30
H: -10.244 1.017 1.269  0.22
H: -9.157 1.731 4.567  0.75
H: -11.223 2.992 3.056  0.32
H: -13.152 1.762 3.004  0.41
H: -12.623 0.408 4.021  0.39
H: -12.089 0.557 2.236  0.31
H: -7.239 0.119 4.122  0.56
H: -6.814 1.860 4.191  0.36
H: -5.162 -0.372 3.676  0.31
H: -4.817 1.170 4.063  0.25
H: -7.503 -0.974 -0.500  0.29
H: -8.936 -1.163 0.212  0.23
H: -7.624 -1.554 2.875  0.31
H: -7.151 2.737 0.503  0.75
H: -4.982 0.525 0.936  0.59
H: -4.467 2.041 0.282  0.08
H: -7.477 0.830 -1.967  0.39
H: -2.791 0.750 2.015  0.22
H: -2.284 2.048 0.891  0.45
H: -1.530 1.239 4.727  0.32
H: 1.002 1.234 5.539  0.31
H: 2.895 1.776 3.918  0.38
H: 2.324 2.361 1.408  0.20
H: -0.054 2.343 0.678  0.25
C: -0.814 -5.189 1.194  -0.51
C: -0.977 -3.840 1.498  -0.51
C: 0.124 -2.998 1.538  -0.80
C: 1.396 -3.504 1.287  0.13
C: 1.563 -4.860 1.006  0.34
C: 0.453 -5.699 0.949  -0.63
C: 2.919 -5.423 0.784  0.51
O: 3.064 -6.604 0.535  -0.68
C: 4.093 -4.520 0.879  0.47
C: 5.375 -5.042 0.730  -0.82
C: 6.479 -4.204 0.804  -0.36
C: 6.305 -2.839 1.018  -0.68
C: 5.030 -2.316 1.173  -0.55
C: 3.921 -3.155 1.113  0.31
C: 2.565 -2.590 1.315  0.43
O: 2.410 -1.399 1.506  -0.59
H: -1.676 -5.845 1.154  0.38
H: -1.967 -3.446 1.702  0.46
H: -0.009 -1.947 1.770  0.83
H: 0.576 -6.750 0.718  0.48
H: 5.516 -6.103 0.560  0.50
H: 7.477 -4.613 0.693  0.41
H: 7.168 -2.185 1.069  0.44
H: 4.901 -1.253 1.344  0.47
C: 1.297 7.487 -5.314  -0.48
C: 2.493 7.477 -6.027  -0.48
C: 3.462 6.525 -5.746  -0.53
C: 3.244 5.586 -4.742  0.17
C: 2.055 5.611 -4.011  0.11
C: 1.078 6.558 -4.308  -0.54
C: 1.829 4.648 -2.905  0.55
O: 0.790 4.666 -2.269  -0.73
C: 2.895 3.667 -2.582  -0.04
C: 2.722 2.795 -1.512  -0.49
C: 3.706 1.864 -1.208  -0.38
C: 4.863 1.795 -1.980  -0.61
C: 5.042 2.666 -3.044  -0.68
C: 4.063 3.611 -3.343  0.49
C: 4.280 4.561 -4.461  0.57
O: 5.292 4.505 -5.133  -0.66
H: 0.537 8.226 -5.541  0.39
H: 2.667 8.212 -6.804  0.41
H: 4.389 6.518 -6.306  0.47
H: 0.148 6.573 -3.753  0.45
H: 1.822 2.841 -0.910  0.53
H: 3.571 1.188 -0.370  0.58
H: 5.628 1.063 -1.747  0.47
H: 5.946 2.613 -3.639  0.48
C: 13.386 -5.861 -1.690  -0.48
C: 13.898 -6.499 -2.817  -0.47
C: 13.073 -6.766 -3.900  -0.57
C: 11.729 -6.406 -3.857  0.22
C: 11.210 -5.789 -2.717  0.24
C: 12.045 -5.507 -1.639  -0.50
C: 9.769 -5.444 -2.637  0.50
O: 9.316 -4.902 -1.645  -0.69
C: 8.888 -5.779 -3.782  0.17
C: 7.523 -5.515 -3.699  -0.57
C: 6.692 -5.813 -4.769  -0.56
C: 7.222 -6.367 -5.931  -0.44
C: 8.580 -6.638 -6.016  -0.61
C: 9.415 -6.354 -4.939  0.31
C: 10.860 -6.680 -5.028  0.54
O: 11.323 -7.168 -6.040  -0.66
H: 14.033 -5.645 -0.848  0.40
H: 14.942 -6.786 -2.850  0.39
H: 13.477 -7.257 -4.777  0.47
H: 11.650 -5.016 -0.758  0.47
H: 7.106 -5.080 -2.798  0.59
H: 5.629 -5.611 -4.701  0.41
H: 6.573 -6.593 -6.769  0.39
H: 8.987 -7.074 -6.921  0.48

Gap between HOMO and LUMO (eV): 7.868
Net charge: +1
Lowest unoccupied orbital energy (eV): -2.73

=====

Molecular formula: C62H60Cl4N4O6
Method: DFT, the ωB97M-V functional and the def2-TZVPD basis

Each line ends with the Mulliken spin population.
Atoms and positions in Å:
Cl: -5.347 0.162 4.773  0.00
C: -4.399 1.251 3.803  0.00
C: -3.457 2.140 4.740  0.01
Cl: -4.446 3.336 5.710  0.00
H: -5.030 1.956 3.263  0.00
H: -3.849 0.606 3.118  0.00
H: -2.773 2.791 4.194  -0.01
H: -2.815 1.541 5.385  0.00
Cl: -2.894 -3.423 -5.477  0.00
C: -4.525 -2.605 -5.512  0.00
C: -4.562 -1.483 -4.410  0.00
Cl: -4.879 -2.026 -2.802  0.00
H: -5.215 -3.448 -5.481  0.00
H: -4.519 -2.180 -6.516  0.00
H: -5.301 -0.716 -4.644  0.00
H: -3.713 -0.810 -4.294  0.00
C: -1.849 -5.639 -2.594  0.00
C: -1.441 -6.268 -1.282  0.00
C: -1.347 -5.254 -0.140  0.00
C: -2.451 -4.266 -0.098  0.00
N: -3.278 -3.450 -0.021  0.00
H: -2.583 -4.838 -2.506  0.00
H: -2.208 -6.390 -3.297  0.00
H: -0.943 -5.242 -3.051  0.00
H: -0.627 -6.964 -1.486  0.00
H: -2.214 -7.019 -1.120  0.00
H: -0.396 -4.765 -0.348  0.00
H: -1.306 -5.798 0.803  0.00
C: 3.127 4.176 2.638  0.00
C: 2.418 2.879 2.071  -0.01
C: 2.050 1.754 3.124  0.00
C: 0.560 1.598 3.470  0.00
N: -0.553 1.537 3.679  0.00
H: 3.461 4.690 1.737  -0.01
H: 3.970 3.986 3.303  0.00
H: 2.476 4.784 3.267  0.00
H: 2.981 2.483 1.226  0.00
H: 1.541 3.136 1.477  0.01
H: 2.540 1.873 4.091  0.00
H: 2.420 0.906 2.548  0.00
C: -7.991 6.878 -0.227  0.00
C: -7.005 6.048 -0.994  0.00
C: -6.085 5.179 -0.063  0.00
C: -5.019 4.325 -0.643  0.00
N: -4.091 3.649 -1.071  0.00
H: -8.454 7.591 -0.909  0.00
H: -7.546 7.504 0.547  0.00
H: -8.817 6.310 0.201  0.00
H: -6.411 6.685 -1.651  0.00
H: -7.566 5.427 -1.692  0.00
H: -6.603 4.324 0.373  0.00
H: -5.545 5.835 0.620  0.00
C: -1.467 -0.686 -2.264  0.00
C: -1.878 -0.622 -0.816  0.00
C: -1.913 0.811 -0.231  0.00
C: -0.596 1.273 -0.124  0.00
N: 0.475 1.587 0.080  0.00
H: -0.385 -0.588 -2.349  0.00
H: -1.898 0.137 -2.833  0.00
H: -1.716 -1.572 -2.849  0.00
H: -1.184 -1.219 -0.224  0.00
H: -2.869 -1.003 -0.569  0.00
H: -2.394 0.683 0.739  0.00
H: -2.423 1.535 -0.866  0.00
C: 1.476 -1.394 1.066  0.00
C: 2.213 -1.017 -0.041  0.00
C: 3.362 -1.732 -0.386  0.00
C: 3.734 -2.866 0.478  0.00
C: 3.058 -3.146 1.607  0.00
C: 1.860 -2.460 1.847  0.00
C: 3.573 -4.204 2.628  0.00
O: 3.111 -4.257 3.738  0.00
C: 4.555 -5.211 2.051  0.00
C: 4.889 -6.386 2.662  0.00
C: 5.850 -7.325 2.214  0.00
C: 6.368 -7.093 0.961  0.00
C: 6.096 -5.945 0.205  0.00
C: 5.207 -4.934 0.768  0.00
C: 4.877 -3.665 -0.015  0.00
O: 5.452 -3.375 -1.071  0.00
H: 0.519 -0.936 1.265  0.00
H: 1.867 -0.187 -0.638  0.00
H: 4.007 -1.452 -1.206  0.00
H: 1.353 -2.722 2.764  0.00
H: 4.463 -6.588 3.634  0.00
H: 6.249 -8.138 2.802  0.00
H: 6.934 -7.851 0.440  0.00
H: 6.473 -5.825 -0.799  0.00
C: -3.305 8.317 5.408  0.02
C: -2.365 9.296 5.410  0.04
C: -1.233 9.143 4.715  -0.03
C: -1.078 8.096 3.721  0.08
C: -2.142 7.157 3.601  0.06
C: -3.232 7.174 4.530  0.02
C: -2.138 6.151 2.539  0.13
O: -3.117 5.373 2.367  0.23
C: -0.979 6.118 1.593  0.01
C: -0.911 5.192 0.583  0.03
C: 0.301 4.951 -0.123  0.03
C: 1.375 5.757 0.032  0.03
C: 1.301 6.781 0.954  -0.03
C: 0.138 6.955 1.797  0.07
C: 0.133 8.057 2.834  0.09
O: 1.098 8.833 2.910  0.20
H: -4.115 8.480 6.105  0.00
H: -2.507 10.123 6.090  0.00
H: -0.516 9.944 4.814  0.01
H: -4.059 6.480 4.526  0.02
H: -1.740 4.510 0.466  0.00
H: 0.313 4.045 -0.710  0.00
H: 2.293 5.714 -0.536  0.00
H: 2.128 7.474 0.996  0.01
C: 5.574 -7.594 -2.821  0.00
C: 4.441 -7.799 -2.092  0.00
C: 3.376 -6.960 -2.197  0.00
C: 3.462 -5.784 -2.975  0.00
C: 4.632 -5.519 -3.708  0.00
C: 5.698 -6.449 -3.611  0.00
C: 4.809 -4.248 -4.599  0.00
O: 5.825 -4.120 -5.321  0.00
C: 3.733 -3.220 -4.495  0.00
C: 3.967 -1.981 -5.093  0.00
C: 2.914 -0.996 -5.009  0.00
C: 1.803 -1.211 -4.346  0.00
C: 1.564 -2.472 -3.612  0.00
C: 2.562 -3.464 -3.677  0.00
C: 2.366 -4.738 -2.874  0.00
O: 1.310 -4.824 -2.240  0.00
H: 6.393 -8.298 -2.843  0.00
H: 4.342 -8.705 -1.513  0.00
H: 2.487 -7.154 -1.615  0.00
H: 6.611 -6.329 -4.176  0.00
H: 4.876 -1.698 -5.603  0.00
H: 3.004 -0.123 -5.639  0.00
H: 1.144 -0.403 -4.064  0.00
H: 0.674 -2.417 -3.003  0.00

Gap between HOMO and LUMO (spin up / spin down) (eV): 2.041 / 5.450
2S+1: 2
Net charge: -1
Lowest unoccupied orbital energy (spin up / spin down) (eV): -0.04 / -0.04

=====

Molecular formula: C62H60GeN7ReS
Method: DFT, the ωB97M-V functional and the def2-TZVPD basis

Each line ends with the Mulliken spin population.
Atoms and positions in Å:
Re: -1.135 0.615 -0.170  0.00
C: -3.241 2.458 7.059  0.02
C: -1.967 2.904 6.732  -0.01
C: -1.391 2.551 5.525  0.02
C: -2.081 1.732 4.627  0.06
C: -3.348 1.249 4.988  0.03
C: -3.925 1.622 6.188  -0.01
C: -1.591 1.422 3.276  -0.02
C: -1.221 2.441 2.408  -0.05
C: -0.875 3.781 2.735  0.00
C: -0.343 4.359 1.610  0.01
C: -0.506 3.431 0.564  0.00
N: -1.010 2.254 1.045  -0.01
C: -0.222 3.640 -0.817  0.27
C: -1.239 3.202 -1.749  0.13
C: -1.887 3.923 -2.768  0.02
C: -2.892 3.114 -3.239  0.01
C: -2.785 1.861 -2.574  0.03
C: -3.569 0.741 -2.755  -0.02
C: -4.810 0.821 -3.540  0.00
C: -4.882 1.342 -4.834  0.00
C: -6.109 1.527 -5.444  0.00
C: -7.283 1.211 -4.771  0.00
C: -7.222 0.661 -3.498  0.00
C: -5.998 0.445 -2.892  0.00
C: -3.293 -0.494 -2.096  0.11
N: -2.460 -0.684 -1.013  0.02
C: -2.597 -2.013 -0.632  -0.06
C: -2.131 -2.566 0.575  0.05
C: -2.291 -4.004 0.842  0.02
C: -3.533 -4.642 0.758  0.02
C: -3.648 -5.987 1.060  0.00
C: -2.530 -6.716 1.443  0.01
C: -1.292 -6.093 1.525  0.00
C: -1.172 -4.744 1.242  0.01
C: -1.684 -1.767 1.637  0.01
C: -1.742 -2.168 2.999  -0.03
C: -1.703 -1.029 3.754  0.06
C: -1.582 0.067 2.863  -0.09
N: -1.478 -0.403 1.574  0.02
C: -3.387 -2.679 -1.595  0.07
C: -3.853 -1.727 -2.473  -0.05
N: -1.739 1.945 -1.646  -0.01
C: 1.129 3.552 -1.277  0.00
C: 1.811 2.512 -0.447  -0.04
C: 3.045 1.714 -0.546  0.01
C: 3.741 1.611 -1.877  -0.01
C: 2.420 2.759 -3.192  0.02
C: 1.493 3.707 -2.583  0.23
H: -3.692 2.749 7.998  0.00
H: -1.416 3.525 7.425  0.00
H: -0.373 2.846 5.303  0.00
H: -3.895 0.611 4.305  0.00
H: -4.912 1.262 6.445  0.00
H: -1.003 4.259 3.691  0.00
H: 0.046 5.358 1.499  0.00
H: -1.678 4.945 -3.038  0.00
H: -3.643 3.385 -3.962  0.00
H: -3.967 1.548 -5.377  0.00
H: -6.154 1.919 -6.451  0.00
H: -8.239 1.386 -5.244  0.00
H: -8.134 0.405 -2.975  0.00
H: -5.961 0.038 -1.890  0.00
H: -4.417 -4.064 0.520  0.00
H: -4.617 -6.466 1.011  0.00
H: -2.626 -7.765 1.687  0.00
H: -0.421 -6.660 1.823  0.00
H: -0.204 -4.258 1.289  0.00
H: -1.865 -3.178 3.353  0.00
H: -1.748 -0.952 4.826  0.00
H: -3.577 -3.737 -1.624  -0.01
H: -4.499 -1.878 -3.322  0.00
H: 1.473 2.469 0.579  0.00
H: 3.500 1.403 0.386  0.00
H: 4.535 0.871 -1.880  0.00
H: 2.266 2.743 -4.269  -0.01
H: 0.995 4.428 -3.221  -0.04
C: 4.326 -5.209 -2.135  0.00
C: 3.915 -3.742 -2.211  0.00
C: 3.865 -3.085 -0.831  0.00
C: 3.242 -1.687 -0.866  0.00
Ge: 1.264 -1.727 -0.963  0.01
C: 0.186 -2.656 -2.352  -0.01
C: -0.158 -1.952 -3.673  0.00
C: 0.794 -2.337 -4.806  0.00
C: 0.621 -1.456 -6.040  0.00
H: 4.426 -5.640 -3.130  0.00
H: 3.581 -5.788 -1.587  0.00
H: 5.284 -5.314 -1.623  0.00
H: 2.928 -3.664 -2.683  0.00
H: 4.619 -3.194 -2.843  0.00
H: 4.884 -2.992 -0.447  0.00
H: 3.322 -3.740 -0.140  0.00
H: 3.661 -1.134 -1.703  0.00
H: 3.450 -1.141 0.058  0.00
H: 0.774 -2.230 0.404  0.00
H: -0.712 -2.968 -1.830  0.00
H: 0.751 -3.572 -2.553  0.00
H: -0.178 -0.862 -3.551  0.00
H: -1.170 -2.241 -3.966  0.00
H: 0.603 -3.379 -5.071  0.00
H: 1.832 -2.283 -4.459  0.00
H: -0.429 -1.393 -6.332  0.00
H: 1.177 -1.864 -6.883  0.00
H: 0.983 -0.442 -5.856  0.00
C: 4.811 -2.593 4.038  0.00
N: 3.752 -1.882 3.334  0.00
C: 3.602 -0.555 3.314  0.00
S: 2.275 0.111 2.460  0.00
N: 4.505 0.187 3.949  0.00
C: 4.522 1.636 4.041  0.00
H: 4.663 -3.659 3.899  0.00
H: 4.787 -2.382 5.109  0.00
H: 5.793 -2.332 3.637  0.00
H: 3.034 -2.415 2.881  0.00
H: 5.269 -0.288 4.406  0.00
H: 3.556 2.031 3.747  0.00
H: 5.291 2.055 3.390  0.00
H: 4.734 1.934 5.066  0.00
N: 0.713 0.203 -0.769  0.02
C: 1.677 1.148 -1.147  0.03
C: 2.380 1.293 -2.542  0.04
C: 3.946 2.801 -2.834  0.09
C: 4.733 2.287 -4.006  0.01
C: 4.429 1.186 -4.714  0.01
C: 3.314 0.253 -4.553  0.00
C: 2.370 0.260 -3.598  0.00
H: 4.331 3.734 -2.431  -0.01
H: 5.623 2.840 -4.280  0.00
H: 5.088 0.938 -5.537  0.00
H: 3.275 -0.538 -5.293  0.00
H: 1.577 -0.476 -3.613  0.00

Gap between HOMO and LUMO (spin up / spin down) (eV): 4.541 / 4.411
2S+1: 2
Net charge: +3
Lowest unoccupied orbital energy (spin up / spin down) (eV): -9.89 / -10.14

=====

How do the records compare in largest force on an atom? In the order shown, they have 3.5, 7.5, 4.7 eV Å⁻¹.
How do the records compare in energy? In the order shown, they have -126974.748, -133601.216, -145151.568 eV.